# 1
Entry from the OMol25 dataset: a structure of composition C13H32O9V (ωB97M-V/def2-TZVPD).

Structure (XYZ):
```
55
C13H32O9V (ωB97M-V/def2-TZVPD)
O 0.362 0.779 -0.378
V -1.182 1.228 -0.330
O -1.503 1.846 -1.771
C -3.056 0.719 1.679
O -1.858 0.512 1.733
O -3.958 0.398 2.412
O -3.432 1.301 0.674
C 1.588 0.446 2.713
C 1.277 -1.029 2.593
C 2.371 -1.950 3.240
O 0.027 -1.286 3.170
H 1.876 0.686 3.737
H 0.721 1.072 2.499
H 2.384 0.755 2.036
H 1.159 -1.241 1.530
H 3.346 -1.542 2.975
H 2.359 -2.994 2.926
H 2.281 -1.938 4.326
H -0.619 -0.749 2.705
C -0.263 5.584 1.236
C 0.239 4.284 0.585
C 1.511 3.875 1.273
O -0.742 3.260 0.786
H -1.237 5.780 0.787
H 0.473 6.355 1.006
H -0.446 5.585 2.310
H 0.311 4.377 -0.498
H 2.113 3.151 0.724
H 1.267 3.518 2.273
H 2.135 4.741 1.496
H -1.151 3.372 1.647
C 1.270 -0.515 -3.498
C 1.202 -2.090 -3.603
C 2.304 -2.753 -2.814
O -0.029 -2.539 -3.124
H 1.554 -0.176 -2.502
H 0.294 -0.095 -3.743
H 2.013 -0.138 -4.201
H 1.260 -2.284 -4.674
H 2.410 -2.336 -1.813
H 3.285 -2.501 -3.216
H 2.153 -3.833 -2.794
H -0.724 -2.339 -3.756
C -3.017 -2.819 -1.929
C -2.296 -1.923 -0.960
C -1.455 -2.734 0.028
O -1.449 -0.972 -1.464
H -2.329 -3.365 -2.575
H -3.747 -2.263 -2.516
H -3.590 -3.543 -1.350
H -3.093 -1.383 -0.448
H -0.991 -2.089 0.776
H -0.613 -3.197 -0.487
H -1.997 -3.553 0.500
H -0.766 -1.458 -1.931
```

Computed properties:
Multiplicity = 2
⟨S²⟩ = 0.76
Electronic energy = -58113.8366 eV
F_max = 5.2 eV/Å

***

# 2
Entry from the OMol25 dataset: a cluster of 21 separate species, C11H47F3O25S in total (ωB97M-V/def2-TZVPD).

Structure (XYZ):
```
87
C11H47F3O25S (ωB97M-V/def2-TZVPD)
O -0.199 -3.922 -1.547
O 2.067 -0.348 2.753
F -1.111 2.378 1.966
F 0.929 3.194 2.301
F 0.305 2.881 0.277
O -2.203 -3.004 -2.272
O -1.065 0.308 0.034
O 3.026 1.616 1.895
S 0.795 -1.548 0.203
C -1.005 -2.981 -1.566
C 2.027 0.681 2.044
C -2.694 -0.863 -1.383
C -1.451 -0.789 -0.718
C -0.604 -1.850 -0.799
C -3.015 -1.951 -2.207
C 0.182 0.060 0.632
C 0.787 1.062 1.411
C 4.197 1.460 2.742
C -4.389 -1.939 -2.927
C 0.202 2.401 1.568
H -3.384 -0.013 -1.357
H 5.178 1.714 2.281
H 4.028 2.173 3.600
H 4.318 0.500 3.235
H -4.428 -2.894 -3.515
H -4.463 -1.061 -3.579
H -5.154 -1.855 -2.143
O 3.303 -1.148 5.092
H 2.508 -1.190 4.468
H 3.815 -2.016 5.010
O -3.347 2.802 -1.671
H -4.174 3.378 -1.756
H -3.147 2.680 -0.687
O -7.857 -0.571 -1.384
H -7.299 0.266 -1.273
H -7.233 -1.339 -1.597
O 7.399 1.811 1.351
H 6.975 1.149 0.714
H 7.043 1.627 2.280
O -6.717 -2.515 -5.035
H -7.368 -1.819 -5.375
H -5.846 -2.404 -5.538
O 5.518 0.250 5.858
H 5.685 -0.462 6.557
H 4.537 0.225 5.611
O 7.047 1.385 4.009
H 6.496 0.947 4.736
H 8.019 1.157 4.170
O 3.210 5.141 3.768
H 3.600 4.645 4.559
H 3.230 4.522 2.967
O -1.826 4.999 3.023
H -2.552 4.951 2.320
H -0.963 5.263 2.567
O 0.385 6.101 1.662
H 1.372 6.319 1.605
H -0.002 6.146 0.728
O 4.768 3.871 5.773
H 5.021 4.850 5.790
H 5.614 3.328 5.656
O -7.170 -3.012 -2.547
H -7.216 -3.996 -2.316
H -6.883 -2.929 -3.514
O 3.522 1.113 -0.828
H 4.038 1.322 -1.673
H 3.385 1.977 -0.320
O -4.258 -1.754 -6.419
H -4.296 -0.746 -6.489
H -3.340 -2.013 -6.080
O 1.688 -5.822 -2.121
H 0.903 -5.258 -1.823
H 1.508 -6.781 -1.850
O 5.821 -0.138 0.212
H 4.879 0.010 -0.126
H 6.160 -1.010 -0.175
O -3.204 -4.771 0.100
H -3.060 -5.271 -0.767
H -2.784 -5.308 0.848
O -5.457 -5.786 -3.004
H -4.476 -5.537 -2.986
H -5.726 -5.937 -3.967
O 2.027 -0.464 -2.430
H 2.577 -1.302 -2.562
H 2.471 0.094 -1.712
O -3.760 0.924 -5.743
H -4.482 1.569 -5.449
H -2.952 1.064 -5.150
```

Computed properties:
Electronic energy = -82342.3614 eV
F_max = 4.0 eV/Å

***

# 3
Entry from the OMol25 dataset: a structure of composition CH30N2O13 (ωB97M-V/def2-TZVPD).

Structure (XYZ):
```
46
CH30N2O13 (ωB97M-V/def2-TZVPD)
N -0.785 -2.806 0.076
C -1.686 -1.811 0.332
N -2.248 -1.167 -0.681
H -0.092 -2.938 0.768
H -0.413 -2.896 -0.854
H -2.017 -1.692 1.377
H -2.978 -0.516 -0.499
H 0.150 -1.976 -2.601
H 1.251 -2.277 -1.629
O 0.894 -2.537 -2.488
H -1.779 -0.598 4.311
H -0.865 -0.787 3.068
O -1.762 -0.643 3.324
H 2.060 0.337 -1.812
H 3.347 0.725 -1.041
O 2.429 0.566 -0.885
H 1.819 -0.922 -3.471
H 0.604 -0.174 -3.185
O 1.536 -0.073 -3.262
H -1.522 0.877 1.054
H -2.264 0.753 2.375
O -2.234 1.333 1.544
H 2.635 -2.046 0.582
H 1.927 -0.808 -0.104
O 1.763 -1.760 0.286
H -0.970 0.808 -2.268
H -1.767 2.004 -1.609
O -0.911 1.716 -1.802
H 0.520 0.749 0.880
H -0.250 0.769 -0.507
O -0.093 0.283 0.324
H 0.859 -1.317 1.733
H 1.195 -0.117 2.682
O 0.799 -1.029 2.685
H 0.422 2.736 -1.041
H 1.663 2.037 -0.557
O 1.078 2.837 -0.402
H 0.860 2.258 2.241
H 2.150 1.883 1.480
O 1.528 1.489 2.113
H -1.629 -1.072 -1.877
H -1.539 -0.828 -3.555
O -1.032 -0.707 -2.833
H -1.160 2.669 1.801
H 0.052 3.290 0.950
O -0.359 3.242 1.840
```

Computed properties:
Electronic energy = -31123.5573 eV
F_max = 4.8 eV/Å

***

# 4
Entry from the OMol25 dataset: an isolated molecule of C4H6S2 (ωB97M-V/def2-TZVPD).

Structure (XYZ):
```
12
C4H6S2 (ωB97M-V/def2-TZVPD)
C 0.529 0.804 -2.013
C -0.399 0.345 -0.892
S -0.206 -1.439 -0.507
C 0.302 -1.167 1.198
C 0.336 0.044 1.742
S -0.227 1.329 0.724
H 0.338 1.829 -2.300
H 0.468 0.145 -2.926
H 1.647 0.813 -1.699
H -1.415 0.561 -1.141
H 0.668 -2.054 1.662
H 0.607 0.308 2.713
```

Computed properties:
SMILES = CC1SC=CS1
Energy relative to the best compared isomer or geometry (same formula, charge and spin) = 0.374 eV
F_max = 2.4 eV/Å

***

# 5
Entry from the OMol25 dataset: an isolated molecule of C5H6F2S (ωB97M-V/def2-TZVPD).

Structure (XYZ):
```
14
C5H6F2S (ωB97M-V/def2-TZVPD)
F 0.309 -0.252 -1.803
C 0.962 1.031 -1.647
C 0.512 1.810 -0.629
C -0.560 1.147 0.308
C -0.403 -0.351 0.495
S -1.686 -1.231 0.116
C 0.861 -0.880 1.183
F 1.459 0.159 1.635
H 1.823 1.281 -2.205
H 1.040 2.801 -0.369
H -0.339 1.522 1.330
H -1.592 1.646 0.218
H 0.549 -1.667 2.002
H 1.351 -1.602 0.423
```

Computed properties:
SMILES = F/C=C\CC(=S)CF
Energy relative to the best compared isomer or geometry (same formula, charge and spin) = 2.664 eV
F_max = 6.5 eV/Å

***

# 6
Entry from the OMol25 dataset: an isolated molecule of C5H7NO (ωB97M-V/def2-TZVPD).

Structure (XYZ):
```
14
C5H7NO (ωB97M-V/def2-TZVPD)
C -1.303 -1.207 0.337
N -1.227 -0.838 -0.870
C -0.187 0.088 -1.205
C -0.185 1.399 -0.459
C 0.893 0.388 -0.207
C 0.859 -0.452 1.048
O -0.454 -0.941 1.361
H -2.159 -1.782 0.695
H 0.044 0.105 -2.267
H -0.952 1.528 0.303
H 0.059 2.299 -1.014
H 1.891 0.604 -0.583
H 1.184 0.116 1.927
H 1.538 -1.307 0.934
```

Computed properties:
SMILES = C1=N[C@H]2C[C@H]2CO1
Energy relative to the best compared isomer or geometry (same formula, charge and spin) = 1.552 eV
F_max = 0.5 eV/Å